(1)
C3H9NO2 | wB97M-V/def2-TZVPD

Geometry as XYZ:
```
15
Properties=species:S:1:pos:R:3:nbo_charge:R:1
N 2.4363 1.3264 -1.3736 -0.83
C 1.3891 0.3350 -1.6530 -0.21
C 0.4951 0.2213 -0.4078 -0.53
C -0.7086 -0.6514 -0.5249 0.45
O -1.2854 -1.1386 0.4151 -0.53
H 3.1431 0.8985 -0.7908 0.36
H 2.8210 1.5887 -2.2747 0.36
H 0.7297 0.7629 -2.4084 0.19
H 1.8035 -0.6259 -1.9477 0.17
H 0.1504 1.2358 -0.2204 0.25
H 1.0709 -0.0496 0.4680 0.22
H -1.1625 -0.7407 -1.5354 0.11
O -2.2210 -0.3139 3.1551 -0.95
H -2.8699 0.3535 2.9142 0.46
H -1.5989 -0.3313 2.4167 0.48
```

Properties
ΔE to the lowest compared entry with this formula, charge and spin = 35.2 kcal per mole
Net charge = 0
Multiplicity = 1
E_HOMO = -10.0 eV
Maximum force = 1.22 eV/A
SMILES = NCCC=O.O
Energy = -8841.4306 eV
Kohn-Sham gap = 10.72 eV

***

(2)
C7H21AgN3O4 | wB97M-V/def2-TZVPD

Geometry as XYZ:
```
36
Properties=species:S:1:pos:R:3:nbo_charge:R:1
Ag 1.0559 -0.3857 -0.3447 0.86
C 3.6816 -0.6297 1.3200 -0.23
O 3.5644 -0.2031 -0.0180 -1.01
H 4.4378 -1.3694 1.5830 0.10
H 4.0365 0.2458 1.8638 0.10
H 2.6852 -0.8888 1.6780 0.10
C 0.9446 -3.1586 -1.4367 -0.24
O 1.6678 -2.0784 -1.9867 -1.00
H 1.0961 -4.1378 -1.8909 0.12
H 1.2254 -3.4272 -0.4184 0.12
H -0.1003 -2.8562 -1.3666 0.11
C -1.9733 2.8291 1.4351 -0.64
C -1.4364 1.4166 1.3677 -0.08
C -2.3871 0.2147 0.8295 -0.10
O -1.5148 -1.0133 0.7739 -0.52
C -1.4333 -1.5408 2.0897 -0.26
N -0.2264 1.4909 0.5039 -0.83
H -3.0399 2.8186 1.6597 0.21
H -1.9751 3.2628 0.4351 0.21
H -1.4719 3.5894 2.0339 0.22
H -0.9078 1.1900 2.2936 0.20
H -2.4796 0.3845 -0.2432 0.20
H -3.4527 0.2444 1.0568 0.19
H -1.3269 -2.5931 2.3535 0.20
H -2.3862 -1.3578 2.5863 0.15
H -0.7344 -1.0219 2.7457 0.17
H 0.2291 2.0859 1.1811 0.36
H -0.4879 2.1309 -0.2323 0.36
C 0.1914 1.1310 -2.8191 0.75
O 0.0472 2.3184 -3.0963 -0.72
N -0.6472 0.1869 -2.5047 -0.87
N 1.4204 0.5919 -2.6972 -0.87
H -0.4169 -0.7965 -2.5010 0.44
H -1.5664 0.5662 -2.6816 0.38
H 1.4751 -0.4118 -2.5980 0.44
H 2.2060 1.1720 -2.9549 0.40
```

Properties
ΔE to the lowest compared entry with this formula, charge and spin = 20.9 kcal per mole
Net charge = -1
Multiplicity = 1
E_HOMO = -2.5 eV
Maximum force = 5.34 eV/A
Energy = -24255.2290 eV
Kohn-Sham gap = 5.11 eV

***

(3)
C5H8N | wB97M-V/def2-TZVPD

Geometry as XYZ:
```
14
Properties=species:S:1:pos:R:3:nbo_charge:R:1
C 0.7377 1.7877 2.0039 -0.28
C 0.4304 1.7495 0.7083 -0.07
C -1.0988 -0.2591 -0.0372 -0.05
C -0.8568 -1.3481 -0.9005 0.11
C 0.3754 -1.6203 -1.4534 -0.73
N -0.2502 0.6910 0.2386 -0.11
H 0.3351 1.1599 2.6774 0.21
H 1.4720 2.5684 2.4066 0.25
H 0.5770 2.5236 -0.1101 0.28
H -2.1083 -0.0308 0.4254 0.25
H -1.7658 -1.9318 -0.9253 0.24
H 0.5388 -2.8263 -1.3812 0.32
H 1.1199 -0.9194 -1.1270 0.26
H 0.4936 -1.5444 -2.5256 0.32
```

Properties
ΔE to the lowest compared entry with this formula, charge and spin = 126.4 kcal per mole
Net charge = +1
Multiplicity = 1
E_HOMO (spin up / spin down) = -13.4 / -13.0 eV
Maximum force = 5.10 eV/A
Energy = -6792.6057 eV
Kohn-Sham gap (spin up / spin down) = 6.22 / 5.61 eV

***

(4)
C2H6N2O3 | wB97M-V/def2-TZVPD

Geometry as XYZ:
```
13
Properties=species:S:1:pos:R:3:nbo_charge:R:1
C 1.8458 -0.6657 0.0263 -0.42
N 0.6542 0.0330 0.4547 -0.17
O 0.7638 1.4387 0.4622 -0.55
C -0.6781 -0.4374 0.0758 0.73
O -1.0468 -1.5643 0.0297 -0.62
N -1.5083 0.6771 -0.0464 -0.38
O -2.8571 0.2872 -0.1445 -0.55
H 2.6729 -0.3112 0.6686 0.21
H 1.6210 -1.6886 0.1629 0.23
H 2.0773 -0.3888 -0.9395 0.18
H 0.4970 1.7024 -0.4583 0.45
H -1.3314 1.6018 0.2106 0.41
H -2.7102 -0.6842 -0.5021 0.49
```

Properties
ΔE to the lowest compared entry with this formula, charge and spin = 111.8 kcal per mole
Net charge = 0
Multiplicity = 1
E_HOMO = -9.3 eV
Maximum force = 5.75 eV/A
SMILES = CN(O)C(=O)NO
Energy = -11290.4786 eV
Kohn-Sham gap = 9.94 eV

***

(5)
C4H9N | wB97M-V/def2-TZVPD

Geometry as XYZ:
```
14
Properties=species:S:1:pos:R:3:nbo_charge:R:1
C 1.4569 -1.9070 -0.5528 -0.53
C 1.1876 -0.6893 -0.0721 0.01
N -0.1092 -0.2910 0.2403 -0.62
C -0.5690 1.0327 0.6776 -0.20
C -1.6954 1.5237 -0.2827 -0.61
H 2.4619 -2.1256 -0.8944 0.20
H 0.8138 -2.7592 -0.3609 0.19
H 1.8167 0.1345 -0.4053 0.19
H -0.7842 -1.0198 0.2418 0.37
H 0.2108 1.7737 0.5732 0.19
H -0.7992 0.8661 1.7313 0.18
H -2.3668 0.6945 -0.4878 0.21
H -1.1013 1.8743 -1.1202 0.21
H -2.2046 2.3751 0.1712 0.21
```

Properties
ΔE to the lowest compared entry with this formula, charge and spin = 25.8 kcal per mole
Net charge = 0
Multiplicity = 1
E_HOMO = -7.6 eV
Maximum force = 2.78 eV/A
SMILES = C=CNCC
Energy = -5782.6935 eV
Kohn-Sham gap = 8.79 eV

***

(6)
C30H28BFNO9PSi2 | wB97M-V/def2-TZVPD

Geometry as XYZ:
```
73
Properties=species:S:1:pos:R:3:lowdin_charge:R:1
C 1.6718 -0.0952 -0.5453 -0.08
C 1.2811 -0.3761 -1.9941 -0.44
F 0.7737 0.8040 -2.5795 -0.09
Si 0.0336 -1.7975 -2.1136 0.65
O -1.0239 -1.6065 -0.8336 -0.43
Si -2.2963 -2.5294 -0.3885 0.53
P -3.7711 -2.7099 -2.0993 0.32
O -3.3654 -3.6596 -3.1428 -0.32
O -5.1963 -3.1218 -1.4577 -0.17
O -3.9763 -1.1743 -2.5426 -0.19
B 1.1233 -3.5321 -2.0320 -0.61
N 1.9465 -3.9041 -3.1736 0.12
O 1.0954 -4.3382 -0.9188 0.08
H 2.7248 0.1778 -0.4529 0.07
H 1.4866 -0.9573 0.1030 0.07
H 1.0567 0.7235 -0.1667 0.09
H 2.1782 -0.6349 -2.5715 0.10
H -0.7121 -1.6839 -3.3889 0.02
H -1.9045 -3.8994 -0.0149 -0.02
H -2.9833 -1.8857 0.7506 -0.05
H -5.6184 -2.4133 -0.9605 0.07
H -4.6561 -1.0452 -3.2178 0.09
H 2.2705 -3.1028 -3.7072 0.05
H 1.5132 -4.5310 -3.8434 0.08
H 1.9222 -4.4242 -0.4399 0.10
C -7.6442 7.0498 -2.1955 -0.06
C -7.1246 6.4228 -3.3230 -0.06
C -6.5287 5.1780 -3.2139 0.00
C -6.4439 4.5559 -1.9734 -0.08
C -6.9574 5.1885 -0.8406 -0.08
C -7.5617 6.4352 -0.9577 0.00
C -6.8682 4.5569 0.5086 -0.28
O -7.3293 5.0981 1.4897 0.11
C -6.1845 3.2333 0.6035 -0.08
C -6.0544 2.6320 1.8512 0.00
C -5.4343 1.3990 1.9633 -0.05
C -4.9372 0.7648 0.8293 -0.05
C -5.0590 1.3600 -0.4141 0.00
C -5.6864 2.5949 -0.5318 -0.08
C -5.8092 3.2090 -1.8860 -0.28
O -5.4141 2.6316 -2.8760 0.11
H -8.1135 8.0209 -2.2848 0.11
H -7.1864 6.9081 -4.2883 0.11
H -6.1215 4.6690 -4.0770 0.12
H -7.9575 6.9038 -0.0668 0.12
H -6.4487 3.1470 2.7168 0.12
H -5.3337 0.9312 2.9341 0.11
H -4.4557 -0.2009 0.9138 0.07
H -4.6713 0.8834 -1.3039 0.10
C 8.4707 -5.1270 2.7543 -0.05
C 7.1804 -5.4760 2.3707 -0.06
C 6.2407 -4.4914 2.1178 0.00
C 6.5847 -3.1509 2.2525 -0.08
C 7.8772 -2.8013 2.6460 -0.08
C 8.8189 -3.7940 2.8917 0.00
C 8.2775 -1.3736 2.8189 -0.28
O 9.4040 -1.0709 3.1458 0.11
C 7.2343 -0.3348 2.5774 -0.08
C 7.5611 1.0038 2.7622 0.00
C 6.6123 1.9862 2.5331 -0.05
C 5.3313 1.6385 2.1171 -0.05
C 5.0006 0.3064 1.9390 0.00
C 5.9482 -0.6845 2.1662 -0.08
C 5.5576 -2.1100 1.9606 -0.27
O 4.4495 -2.4095 1.5663 0.10
H 9.2048 -5.8984 2.9469 0.11
H 6.9098 -6.5188 2.2687 0.11
H 5.2329 -4.7398 1.8146 0.12
H 9.8155 -3.4985 3.1902 0.12
H 8.5639 1.2516 3.0830 0.12
H 6.8696 3.0274 2.6778 0.11
H 4.5924 2.4080 1.9351 0.11
H 4.0135 0.0021 1.6179 0.10
```

Properties
Net charge = 0
Multiplicity = 1
E_HOMO = -9.1 eV
Maximum force = 0.80 eV/A
Energy = -79926.9062 eV
Kohn-Sham gap = 7.97 eV